--- A ---
{"formula": "C2H4O2S", "method": "ωB97M-V/def2-TZVPD", "homo_lumo_gap_ha": 0.3788, "smiles": "O=C(S)CO", "homo_ev": -9.937, "species": ["O", "C", "S", "C", "O", "H", "H", "H", "H"], "coordinates": [[1.098, 1.635, 0.033], [0.329, 0.664, 0.026], [1.047, -1.046, -0.015], [-1.165, 0.646, -0.039], [-1.896, -0.534, -0.089], [-0.200, -1.577, 0.117], [-1.644, 1.252, 0.755], [-1.392, 1.195, -0.935], [-2.115, -0.792, 0.825]], "lowdin_charge": [-0.0081, -0.6752, 0.7991, -0.2790, -0.0935, -0.1369, 0.1484, 0.1329, 0.1123]}


--- B ---
{"formula": "C2H4O2S", "method": "ωB97M-V/def2-TZVPD", "homo_lumo_gap_ha": 0.3544, "homo_ev": -10.442, "species": ["C", "C", "O", "O", "S", "H", "H", "H", "H"], "coordinates": [[1.081, -0.045, -0.585], [1.205, 0.160, 0.759], [-2.193, -1.193, -0.781], [-2.209, 1.102, 0.022], [-1.914, -0.279, 0.276], [0.783, -0.979, -0.891], [0.851, 0.699, -1.411], [1.297, 1.206, 1.215], [1.100, -0.670, 1.395]], "lowdin_charge": [-0.1040, -0.0913, -0.4220, -0.4247, 0.8401, 0.0015, 0.0883, 0.0860, 0.0260]}


--- C ---
{"formula": "C2H4O2S", "method": "ωB97M-V/def2-TZVPD", "homo_lumo_gap_ha": [0.3250, 0.3250], "smiles": "CC=S(=O)=O", "homo_ev": [-9.610, -9.610], "species": ["C", "C", "S", "O", "O", "H", "H", "H", "H"], "coordinates": [[-1.188, 0.354, -0.113], [0.022, -0.456, -0.428], [1.437, -0.240, 0.432], [2.572, -1.047, 0.182], [1.240, 0.267, 1.727], [-1.049, 1.395, -0.616], [-1.368, 0.466, 0.953], [-1.934, -0.299, -0.607], [0.268, -0.441, -1.530]], "lowdin_charge": [-0.1633, -0.3273, 0.7370, -0.3078, -0.3051, 0.1163, 0.0692, 0.0852, 0.0958]}


--- D ---
{"formula": "C2H4O2S", "method": "ωB97M-V/def2-TZVPD", "homo_lumo_gap_ha": 0.3179, "homo_ev": -9.981, "species": ["C", "C", "O", "O", "S", "H", "H", "H", "H"], "coordinates": [[-0.838, -0.007, 0.253], [-2.073, 0.012, -0.198], [3.298, 1.180, -0.130], [2.111, -0.947, -0.130], [3.331, -0.232, 0.117], [-0.036, -0.460, -0.304], [-0.560, 0.433, 1.199], [-2.898, 0.456, 0.339], [-2.335, -0.434, -1.146]], "lowdin_charge": [-0.0817, -0.0799, -0.4274, -0.4437, 0.8915, 0.0089, 0.0491, 0.0410, 0.0422]}


Stability, lowest: C


--- A ---
{"formula": "C3H7N3", "method": "ωB97M-V/def2-TZVPD", "charge": 2, "homo_lumo_gap_ha": 0.3451, "homo_ev": -19.588, "species": ["C", "C", "C", "N", "N", "N", "H", "H", "H", "H", "H", "H", "H"], "coordinates": [[0.378, -0.414, -0.988], [0.136, -0.999, 1.412], [-0.027, 0.946, -1.370], [0.278, -0.853, 0.146], [0.602, 2.007, -1.200], [-0.939, -1.529, 1.968], [0.851, -1.020, -1.846], [1.006, -0.773, 2.051], [-1.316, 1.066, -2.510], [1.454, 2.235, -0.720], [0.402, 2.932, -1.527], [-0.868, -1.925, 2.935], [-1.959, -1.674, 1.649]], "lowdin_charge": [-0.0382, -0.0947, 0.0025, 0.1753, 0.2541, 0.1941, 0.2016, 0.1949, 0.3865, 0.1794, 0.1687, 0.1714, 0.2044]}


--- B ---
{"formula": "C3H7N3", "method": "ωB97M-V/def2-TZVPD", "charge": 2, "homo_lumo_gap_ha": 0.4356, "homo_ev": -20.476, "species": ["C", "C", "C", "N", "N", "N", "H", "H", "H", "H", "H", "H", "H"], "coordinates": [[-2.055, 0.023, 0.081], [2.287, 0.090, -0.139], [-2.089, 1.208, 0.418], [1.248, 0.632, -0.030], [-2.134, -1.160, -0.366], [3.276, -0.643, -0.003], [-2.103, 1.660, 1.312], [-2.277, 1.969, -0.434], [0.880, 1.570, 0.078], [-1.387, -1.739, -0.641], [-3.049, -1.555, -0.213], [3.254, -1.499, -0.552], [4.150, -0.555, 0.486]], "lowdin_charge": [-0.0516, -0.1198, 0.1504, 0.3306, 0.2949, 0.2837, 0.0788, 0.1900, 0.1489, 0.1473, 0.1784, 0.1828, 0.1855]}


Stability, lowest: A


--- A ---
{"formula": "C4H8NO2", "method": "ωB97M-V/def2-TZVPD", "homo_lumo_gap_ha": [0.4065, 0.2848], "s_squared": 0.76, "spin_multiplicity": 2, "homo_ev": [-10.476, -10.294], "species": ["O", "C", "N", "C", "O", "C", "C", "H", "H", "H", "H", "H", "H", "H", "H"], "coordinates": [[-1.384, -0.496, -1.842], [-0.617, 0.053, -0.988], [0.368, 0.975, -1.113], [2.873, 0.095, -0.324], [3.372, 1.173, -0.317], [-0.791, -0.463, 0.468], [-2.052, 0.121, 1.147], [0.972, 0.768, -1.931], [2.856, -0.631, -1.174], [2.239, -0.178, 0.531], [-0.868, -1.578, 0.521], [0.108, -0.399, 1.064], [-1.771, 0.900, 1.841], [-2.535, -0.711, 1.788], [-2.769, 0.370, 0.331]], "lowdin_charge": [0.0394, -0.5104, 0.2530, -0.1941, 0.0173, -0.1991, -0.0910, 0.0929, 0.0934, 0.0638, 0.1212, 0.0715, 0.0601, 0.0976, 0.0843]}


--- B ---
{"formula": "C4H8NO2", "method": "ωB97M-V/def2-TZVPD", "homo_lumo_gap_ha": [0.3799, 0.2727], "s_squared": 0.75, "spin_multiplicity": 2, "homo_ev": [-9.468, -9.443], "species": ["O", "C", "C", "C", "N", "C", "O", "H", "H", "H", "H", "H", "H", "H", "H"], "coordinates": [[2.813, -0.551, -0.002], [1.853, 0.137, -0.081], [0.374, -0.245, 0.225], [-0.014, 0.718, 1.363], [-0.415, -0.141, -1.007], [-1.863, 0.189, -0.867], [-2.537, -0.367, 0.141], [1.793, 1.216, -0.374], [0.261, -1.271, 0.587], [-1.065, 0.965, 1.335], [0.197, 0.396, 2.380], [0.562, 1.636, 1.247], [-0.433, -1.016, -1.504], [-2.324, -0.024, -1.840], [-1.891, 1.289, -0.809]], "lowdin_charge": [0.0897, -0.2512, -0.3492, -0.0452, -0.0127, -0.3558, 0.0580, 0.1265, 0.1392, 0.0563, 0.0897, 0.0721, 0.1026, 0.1409, 0.1392]}


Stability, lowest: A


--- A ---
{"formula": "C3H15NO3", "method": "ωB97M-V/def2-TZVPD", "homo_lumo_gap_ha": 0.3790, "smiles": "CCCN.O.O.O", "homo_ev": -9.904, "species": ["C", "C", "C", "N", "H", "H", "H", "H", "H", "H", "H", "H", "H", "O", "H", "H", "O", "H", "H", "O", "H", "H"], "coordinates": [[1.913, -1.212, 1.063], [0.774, -2.166, 1.057], [0.210, -2.523, -0.322], [-0.484, -1.440, -1.014], [2.666, -1.396, 0.281], [2.451, -1.202, 2.007], [1.656, -0.206, 0.708], [1.108, -3.124, 1.485], [-0.031, -1.911, 1.752], [-0.513, -3.327, -0.099], [1.003, -2.912, -0.956], [-1.383, -1.207, -0.626], [-0.590, -1.696, -1.995], [0.381, 4.113, 0.297], [-0.462, 3.687, 0.455], [0.721, 3.451, -0.313], [0.518, 1.389, -1.364], [0.264, 1.548, -2.271], [0.278, 0.463, -1.180], [-2.811, 0.914, 0.513], [-3.323, 0.135, 0.785], [-1.958, 0.852, 0.972]], "lowdin_charge": [-0.1235, -0.2807, -0.2841, -0.0062, 0.0812, 0.0722, 0.0634, 0.1072, 0.1035, 0.1045, 0.1130, 0.0601, 0.0868, -0.0627, 0.0173, -0.0022, -0.0735, 0.0341, -0.0160, -0.0675, 0.0388, 0.0344]}


--- B ---
{"formula": "C3H15NO3", "method": "ωB97M-V/def2-TZVPD", "homo_lumo_gap_ha": 0.3627, "smiles": "CCNC.O.O.O", "homo_ev": -9.172, "species": ["C", "C", "N", "C", "H", "H", "H", "H", "H", "H", "H", "H", "H", "O", "H", "H", "O", "H", "H", "O", "H", "H"], "coordinates": [[1.296, -1.187, 1.347], [1.854, -0.227, 0.138], [0.945, 0.304, -0.941], [1.384, 0.819, -2.314], [0.567, -1.910, 0.973], [2.104, -1.749, 1.834], [0.724, -0.495, 2.101], [2.272, 0.615, 0.764], [2.705, -0.757, -0.374], [0.335, -0.497, -1.129], [0.445, 1.325, -2.552], [1.696, 0.002, -2.986], [2.160, 1.621, -2.145], [-2.888, -0.041, 1.502], [-2.146, 0.253, 1.063], [-2.981, 0.418, 2.341], [-1.703, -1.476, -1.203], [-1.716, -1.234, -0.221], [-2.288, -2.292, -1.193], [-0.045, 1.820, 1.180], [-0.738, 2.391, 0.927], [0.133, 1.322, 0.327]], "lowdin_charge": [-0.0817, -0.2544, -0.1836, -0.0743, 0.0407, 0.0575, 0.0871, 0.1016, 0.1013, 0.0611, 0.0715, 0.0745, 0.0896, -0.0204, -0.0498, 0.0519, -0.1062, 0.0394, 0.0769, -0.0880, 0.0020, 0.0034]}


Stability, lowest: B


--- A ---
{"formula": "C9H9N3O", "method": "ωB97M-V/def2-TZVPD", "homo_lumo_gap_ha": 0.3412, "smiles": "OCc1cn(-c2ccccc2)nn1", "homo_ev": -8.976, "species": ["O", "C", "C", "C", "N", "C", "C", "C", "C", "C", "C", "N", "N", "H", "H", "H", "H", "H", "H", "H", "H", "H"], "coordinates": [[-4.584, 0.602, -0.659], [-3.844, 0.102, 0.615], [-2.449, -0.221, 0.227], [-1.421, 0.775, 0.081], [-0.285, 0.028, -0.264], [1.042, 0.091, -0.205], [1.647, -1.150, 0.179], [3.121, -1.120, 0.002], [3.851, -0.012, -0.003], [3.210, 1.242, -0.300], [1.746, 1.255, -0.276], [-0.692, -1.234, -0.713], [-1.963, -1.407, -0.401], [-4.842, -0.432, -1.147], [-3.876, 1.087, 1.411], [-4.275, -1.005, 1.060], [-1.426, 1.697, 0.627], [1.246, -2.166, 0.433], [3.817, -2.066, 0.085], [4.885, -0.250, 0.087], [3.908, 2.105, -0.108], [1.184, 2.079, -0.730]], "lowdin_charge": [-0.2107, -0.2117, -0.2963, 0.0506, -0.0847, -0.3055, 0.0406, -0.1074, -0.1498, -0.0290, -0.0184, 0.0383, 0.0605, 0.2043, 0.1701, 0.1645, 0.1143, 0.1185, 0.1358, 0.0907, 0.1104, 0.1148]}


--- B ---
{"formula": "C9H9N3O", "method": "ωB97M-V/def2-TZVPD", "homo_lumo_gap_ha": 0.2959, "smiles": "C=N[C@]1(O)N=Cc2ccccc2N1", "homo_ev": -7.910, "species": ["C", "N", "C", "O", "N", "C", "C", "C", "C", "C", "C", "C", "N", "H", "H", "H", "H", "H", "H", "H", "H", "H"], "coordinates": [[3.213, 0.192, 1.365], [2.775, -0.748, 0.671], [1.821, -0.061, -0.721], [2.770, -0.167, -1.751], [1.577, 1.286, -0.551], [0.418, 1.718, -0.243], [-0.823, 0.933, -0.256], [-2.107, 1.398, -0.133], [-3.049, 0.410, 0.008], [-2.825, -0.942, -0.201], [-1.588, -1.379, -0.584], [-0.564, -0.449, -0.512], [0.702, -0.897, -0.798], [4.102, -0.015, 2.023], [2.768, 1.138, 1.359], [3.304, -0.898, -1.464], [0.469, 2.728, -0.091], [-2.230, 2.423, -0.086], [-4.122, 0.810, 0.279], [-3.584, -1.579, -0.213], [-1.502, -2.363, -0.836], [0.816, -1.715, -1.341]], "lowdin_charge": [-0.1277, 0.0631, -0.5251, 0.0421, 0.1193, -0.0382, -0.1185, -0.0398, -0.0941, -0.0689, -0.0034, -0.1616, 0.1417, 0.0782, 0.0315, 0.0709, 0.0957, 0.0975, 0.1408, 0.0651, 0.0904, 0.1412]}


--- C ---
{"formula": "C9H9N3O", "method": "ωB97M-V/def2-TZVPD", "homo_lumo_gap_ha": 0.2839, "homo_ev": -7.524, "species": ["C", "C", "C", "C", "C", "C", "C", "C", "C", "H", "H", "H", "H", "H", "H", "H", "H", "H", "N", "N", "N", "O"], "coordinates": [[-2.069, 0.080, 0.002], [-1.421, 1.382, -0.254], [-0.108, 1.680, -0.103], [0.805, 0.607, 0.000], [2.159, 0.816, 0.566], [3.108, -0.257, 0.277], [2.441, -1.552, -0.096], [0.308, -0.689, -0.141], [-1.080, -1.025, -0.218], [-4.117, 0.347, -0.367], [-3.980, -1.258, 1.115], [-2.004, 2.203, -0.670], [1.188, 3.117, -0.770], [-0.319, 3.893, -0.403], [2.245, 1.989, 1.260], [4.192, -0.086, 0.307], [3.028, -2.573, -0.423], [-0.668, -2.909, 0.273], [-3.577, -0.170, 0.598], [0.402, 3.047, -0.193], [1.242, -1.788, -0.208], [-1.363, -2.325, -0.237]], "lowdin_charge": [-0.1292, -0.0400, -0.3091, -0.1726, 0.0034, -0.0386, -0.2233, -0.1334, -0.2561, 0.1401, 0.1894, 0.1022, 0.0369, 0.1564, 0.2082, 0.0804, 0.1514, 0.1666, -0.0651, 0.0542, 0.0698, 0.0084]}


Stability, lowest: C


--- A ---
{"formula": "C4H7ClP", "method": "ωB97M-V/def2-TZVPD", "charge": 1, "homo_lumo_gap_ha": 0.2987, "homo_ev": -14.976, "species": ["C", "C", "C", "C", "P", "Cl", "H", "H", "H", "H", "H", "H", "H"], "coordinates": [[0.483, 0.470, -0.320], [-0.152, 1.580, 0.021], [-0.741, 2.668, 0.373], [1.413, -1.943, -0.259], [0.978, -0.632, 0.953], [-3.184, 0.163, 0.271], [0.726, 0.190, -1.432], [-1.799, 2.630, 0.741], [-0.045, 3.604, 0.263], [-4.362, 0.661, 0.035], [0.421, -2.415, -0.264], [2.101, -2.727, 0.170], [1.843, -1.468, -1.094]], "lowdin_charge": [-0.3828, -0.1980, 0.0674, -0.3045, 1.1693, 0.3075, 0.1330, 0.0876, 0.1561, -0.1920, 0.0645, 0.0749, 0.0169]}


--- B ---
{"formula": "C4H7ClP", "method": "ωB97M-V/def2-TZVPD", "charge": 1, "homo_lumo_gap_ha": [0.3056, 0.2356], "homo_ev": [-13.647, -13.442], "species": ["C", "C", "C", "C", "P", "Cl", "H", "H", "H", "H", "H", "H", "H"], "coordinates": [[0.148, -0.325, -1.030], [0.083, -1.263, -0.150], [0.529, -2.342, 0.639], [0.191, 2.729, 0.163], [-1.334, 0.187, 0.226], [-2.815, -0.104, -1.100], [0.202, 0.306, -1.938], [0.411, -1.962, 1.705], [1.702, -2.298, 0.400], [0.087, -3.339, 0.561], [0.109, 2.980, -0.949], [0.993, 2.116, 0.512], [-0.306, 3.315, 0.959]], "lowdin_charge": [-0.1371, -0.4105, -0.0658, 0.1365, 0.6315, 0.2512, 0.1098, 0.1226, 0.1698, 0.1069, 0.0590, -0.0074, 0.0334]}


Stability, lowest: B